10 unconnected molecules or ions with the total composition C4H30N2O9 in a non-equilibrium geometry, computed with ωB97M-V/def2-TZVPD.

The HOMO energy comes out at -0.3173 hartree.

Element x y z (Å)
C 0.33142 -4.35363 1.44501
C -0.04053 -2.87539 1.45083
C 0.26641 -2.32787 0.09267
C -0.05842 -0.72349 0.14712
N -1.45513 -0.40954 0.77705
N 0.68434 -2.36678 2.47706
H -0.21423 -5.04605 0.67818
H 1.42273 -4.46297 1.02160
H 0.18113 -4.94991 2.37152
H -1.11501 -2.88097 1.59791
H -0.30585 -3.02912 -0.65853
H 1.34589 -2.46178 -0.08315
H 0.75800 -0.16220 0.83113
H -0.05847 -0.24231 -0.80088
H -2.04571 0.12265 0.04390
H -1.31998 0.39059 1.44171
H 0.45915 -2.60045 3.42918
H 0.70621 -1.35229 2.47878
H 0.82567 4.93118 0.36523
H 2.22588 4.21326 -0.08061
O 1.28582 4.35133 -0.29550
H 4.80574 2.69535 0.45494
H 3.60542 2.03110 1.15340
O 4.45905 1.80360 0.69852
H -2.29829 1.88603 -2.85579
H -2.34761 2.24251 -4.25782
O -2.61813 2.64200 -3.46948
H 1.16601 3.04090 2.58978
H 2.67325 2.72812 2.59520
O 1.97387 3.13125 2.07424
H -1.50852 -0.23725 -2.59136
H -0.94286 0.66983 -1.57642
O -1.74145 0.50175 -2.09464
H -3.54703 -1.10685 1.79158
H -3.87270 -2.23532 0.86313
O -4.03552 -1.91630 1.78282
H -0.79483 2.70227 1.81083
H 0.08113 1.91252 0.94322
O -0.61876 1.83177 1.62565
H -1.31924 -1.71251 -4.82782
H 0.14227 -1.19085 -5.24113
O -0.73579 -1.02232 -4.83843
H 1.74631 2.35618 -1.43260
H 0.73582 1.86014 -2.38897
O 1.11256 1.62183 -1.53906

Here are the natural (NBO) charges for atoms 1 to 5, given in e:
1 C -0.60
2 C -0.10
3 C -0.40
4 C -0.20
5 N -0.92

---

A molecular structure, C17H15ClO3Sm in a non-equilibrium geometry, computed with ωB97M-V/def2-TZVPD.

The expectation value of S² is 8.763. As for the total charge: -1. The HOMO energy (alpha / beta) comes out at -0.1594 / -0.1597 hartree. Its multiplicity is 6.

Element x y z (Å)
C -0.89864 1.76021 -0.65916
C -0.54304 1.03879 -1.82239
C 0.89845 0.98015 -1.84321
H -1.25238 0.66428 -2.57721
C 1.38488 1.68985 -0.69179
C 0.26715 2.19431 -0.01287
H 0.28274 2.93883 0.77726
H -1.90398 2.16399 -0.48007
H 1.55331 0.51796 -2.61531
H 2.44076 1.91934 -0.47712
Sm 0.82985 -1.41331 -0.41000
Cl -1.15371 -2.50016 0.51519
C 0.86913 -3.50300 -1.69729
C 2.14679 -2.86994 -1.92083
C 2.02102 -2.10151 -3.13245
H 3.08635 -3.18796 -1.48209
C 0.68673 -2.22759 -3.60519
C -0.02460 -3.06844 -2.71492
H -1.01436 -3.46836 -2.90420
H 0.70659 -4.33753 -1.03770
H 2.85785 -1.72375 -3.73196
H 0.33851 -1.90957 -4.59406
O 3.53166 -1.03493 3.84629
C 2.89649 -0.11971 4.57807
C 3.38311 0.15177 5.87941
C 2.81138 1.15873 6.62442
C 1.74978 1.87791 6.05778
C 1.26032 1.57945 4.77655
C 1.78648 0.54995 4.00102
C 1.18594 0.11361 2.67024
O 0.03825 0.43191 2.30732
O 1.92989 -0.59369 1.84144
H 3.07925 -0.99034 2.94603
H 4.19227 -0.43192 6.29408
H 3.15657 1.39467 7.63313
H 1.28320 2.67380 6.64513
H 0.44409 2.15727 4.35374

Here are the natural (NBO) charges for atoms 1 to 5, given in e:
1 C -0.31
2 C -0.36
3 C -0.48
4 H 0.21
5 C -0.36

---

A single C5H9NO molecule in a non-equilibrium geometry, computed with ωB97M-V/def2-TZVPD.

The HOMO energy comes out at -0.3084 hartree.

Element x y z (Å)
C 1.03733 -0.30294 0.34264
C 0.60890 1.21692 0.10105
C -0.94313 1.06405 -0.46810
C -1.44003 -0.19371 0.21447
C -0.19586 -1.07320 -0.23825
H 2.22071 -0.32409 -1.00950
H 1.29130 -0.60252 1.41736
H 1.46292 1.88618 -0.35282
H 0.27593 1.59457 1.27400
H -1.64037 1.80175 -0.01564
H -1.04290 1.07358 -1.46106
H -1.33818 -0.24158 1.21604
H -1.53396 -2.26938 0.68053
H 0.32932 -1.08048 -1.34532
N -1.38815 -1.62194 -0.17611
O 2.29619 -0.92720 -0.17929

Here are the natural (NBO) charges for atoms 1 to 5, given in e:
1 C 0.04
2 C -0.46
3 C -0.38
4 C -0.15
5 C -0.02

---

A molecular structure, C2H9N2S in a non-equilibrium geometry, computed with ωB97M-V/def2-TZVPD.

As for the total charge: +1. The HOMO energy comes out at -0.5324 hartree.

Element x y z (Å)
C -1.40088 -0.54553 -0.94239
C -0.11114 -0.18576 -0.27809
N 0.37011 1.06323 -0.19883
N 0.61521 -1.22132 0.12129
S 1.78793 1.50952 0.69176
H -1.59751 -1.59480 -0.72295
H -1.10648 -0.59875 -2.07333
H -2.14754 0.29058 -0.83852
H -0.25243 0.69150 1.76089
H -0.19069 1.86997 -0.41736
H 2.62945 1.89648 -0.43857
H 0.14366 -2.08976 0.25719
H 1.47192 -1.37842 0.63841
H -0.21161 0.29305 2.44050

Here are the natural (NBO) charges for atoms 1 to 5, given in e:
1 C -0.69
2 C 0.59
3 N -0.69
4 N -0.73
5 S 0.21

---

| no. | molar mass (g/mol) |
| --- | --- |
| 1 | 250.3 |
| 2 | 453.1 |
| 3 | 99.1 |
| 4 | 93.2 |